The following is a DFT calculation (ωB97M-V/def2-TZVPD) of the molecule C4H8N2S.

Positions of all 15 atoms, in Å:
C 1.417 -1.420 -1.276
C 1.029 -0.359 -0.538
N -0.159 -0.067 0.045
C -1.360 -0.877 -0.084
C -0.476 1.038 0.919
N 0.196 2.271 0.771
S -1.829 1.037 1.868
H 2.395 -1.576 -1.443
H 0.816 -2.289 -1.744
H 1.839 0.283 -0.157
H -1.707 -1.369 0.949
H -2.183 -0.234 -0.500
H -1.161 -1.613 -0.867
H 1.250 2.258 0.583
H -0.068 2.919 1.475

HOMO level	-8.405	eV
SMILES string	C=CN(C)C(N)=S
energy relative to the best compared isomer or geometry (same formula, charge and spin)	50.1	kcal/mol
E_LUMO	0.5717	eV
HOMO-LUMO gap	8.977	eV
energy	-18091.5705	eV

***

The following is a DFT calculation (ωB97M-V/def2-TZVPD) of a structure of composition C31H24N11O7PdS.

Positions of all 75 atoms, in Å:
Pd -1.444 -1.349 -0.147
S -2.306 -3.097 0.936
C -3.064 -2.163 2.225
N -3.807 -2.787 3.099
N -4.291 -2.237 4.184
C -3.805 -1.132 4.950
C -4.732 -0.278 5.524
C -4.301 0.743 6.362
C -2.951 0.906 6.625
C -2.028 0.037 6.049
C -2.448 -0.982 5.213
N -2.935 -0.810 2.296
N -2.373 -0.253 1.311
C -2.210 1.165 1.500
C -1.743 1.574 2.681
C -1.285 2.930 3.059
C -1.628 4.175 2.209
C -2.806 3.292 0.305
C -2.599 1.982 0.356
H -4.921 -2.856 4.671
H -5.786 -0.408 5.313
H -5.029 1.405 6.813
H -2.617 1.690 7.291
H -0.973 0.135 6.276
H -1.729 -1.667 4.782
H -1.523 0.821 3.427
H -1.363 3.105 4.130
H -1.649 5.090 2.796
H -3.211 3.768 -0.575
H -2.820 1.444 -0.554
O 1.133 0.029 -2.484
C 0.351 0.650 -1.800
O -0.774 0.310 -1.282
C 0.515 2.129 -1.461
C 0.243 3.112 -2.331
C -0.031 4.444 -1.841
C -0.155 4.790 -0.555
C 0.187 3.787 0.418
C 0.777 2.439 -0.031
O 1.344 1.701 0.728
N -0.204 3.938 1.641
O -2.610 4.245 1.290
O 0.139 3.072 2.642
N -0.336 5.497 -2.858
O -0.685 6.577 -2.441
O -0.198 5.178 -4.015
H 0.130 2.917 -3.389
H -0.469 5.782 -0.265
C -1.274 -1.906 -3.597
C -0.413 -2.685 -2.672
N -0.438 -2.621 -1.352
C 0.481 -3.532 -0.866
C 1.071 -4.148 -1.914
N 0.493 -3.611 -3.046
C 0.804 -4.037 -4.404
N 2.210 -4.085 -4.633
N 2.827 -5.295 -4.732
N 4.072 -5.121 -4.919
C 4.328 -3.763 -4.942
C 5.529 -3.068 -5.114
C 5.466 -1.696 -5.070
C 4.246 -1.020 -4.850
C 3.056 -1.690 -4.682
C 3.130 -3.083 -4.747
H -1.660 -1.043 -3.065
H -2.111 -2.509 -3.952
H -0.710 -1.547 -4.457
H 0.638 -3.668 0.188
H 1.835 -4.903 -1.972
H 0.322 -3.348 -5.095
H 0.428 -5.045 -4.573
H 6.459 -3.598 -5.271
H 6.369 -1.115 -5.197
H 4.250 0.061 -4.800
H 2.136 -1.162 -4.468

HOMO level (spin up / spin down)	-10.158 / -10.171	eV
energy relative to the best compared isomer or geometry (same formula, charge and spin)	0.0	kcal/mol
E_LUMO (spin up / spin down)	-5.9586 / -5.9585	eV
HOMO-LUMO gap (spin up / spin down)	4.200 / 4.212	eV
total charge	+1
energy	-77559.3460	eV

***

The following is a DFT calculation (ωB97M-V/def2-TZVPD) of a structure of composition C26H37BrCl3NO2SiY.

Positions of all 72 atoms, in Å:
Y -0.022 0.017 -1.931
N -0.325 -2.558 -2.445
C -0.346 -2.058 -3.805
C -1.596 -1.972 -4.361
C -1.710 -1.475 -5.671
C -0.591 -1.082 -6.364
C 0.627 -0.958 -5.692
C 0.784 -1.446 -4.386
C 2.133 -1.398 -3.605
C 3.302 -1.975 -4.125
C 4.501 -1.876 -3.405
C 4.500 -1.211 -2.177
C 3.341 -0.713 -1.648
C 2.109 -0.750 -2.380
H -1.102 -3.207 -2.271
H 0.543 -3.005 -2.199
H -2.446 -2.347 -3.826
H -2.703 -1.487 -6.093
H -0.667 -0.691 -7.392
H 1.498 -0.484 -6.164
H 3.396 -2.496 -5.109
H 5.460 -2.187 -3.783
H 5.419 -1.069 -1.635
H 3.466 -0.138 -0.735
Cl -0.002 4.773 -3.507
C -0.918 3.464 -4.115
Cl -0.676 3.262 -5.790
Cl -2.708 3.600 -3.851
C -0.582 2.200 -3.238
O -0.336 2.352 -2.016
O -0.651 1.066 -3.841
C -0.957 3.154 2.223
C 0.104 2.120 2.652
C 1.242 2.227 1.608
C 0.638 2.304 4.099
Si -0.815 0.405 2.451
Br -1.990 0.385 0.267
C 0.287 -1.044 2.014
C 1.440 -0.912 3.086
C -0.419 -2.406 2.050
C 0.917 -1.059 0.611
C -2.178 0.146 3.801
C -3.161 -1.015 3.465
C -3.112 1.373 4.085
C -1.481 -0.265 5.109
H -0.698 4.101 2.635
H -2.046 3.075 2.501
H -0.880 3.228 1.108
H 1.645 3.259 1.675
H 0.915 2.124 0.554
H 2.100 1.591 1.921
H 0.975 3.356 4.126
H 1.506 1.636 4.288
H -0.050 2.207 4.918
H 0.992 -0.695 4.097
H 2.072 -0.081 2.903
H 2.009 -1.858 3.200
H -0.599 -2.684 3.092
H 0.213 -3.182 1.663
H -1.307 -2.435 1.446
H 1.145 -0.047 0.191
H 0.264 -1.544 -0.045
H 1.884 -1.560 0.645
H -3.915 -0.685 2.734
H -3.723 -1.300 4.348
H -2.602 -1.876 3.048
H -3.623 1.738 3.174
H -2.678 2.186 4.636
H -3.921 1.045 4.811
H -0.921 -1.195 5.063
H -2.169 -0.441 5.920
H -0.799 0.468 5.382

HOMO level	-11.546	eV
energy relative to the best compared isomer or geometry (same formula, charge and spin)	10.7	kcal/mol
E_LUMO	-2.7504	eV
HOMO-LUMO gap	8.795	eV
total charge	+1
energy	-149675.8217	eV

***

The following is a DFT calculation (ωB97M-V/def2-TZVPD) of a cluster of 2 separate species, C2H8IN2 in total.

Positions of all 13 atoms, in Å:
C 0.368 0.990 -0.692
C 1.053 -0.326 -0.400
N 1.089 0.893 0.646
N 0.257 -1.371 -0.152
I -3.255 -0.044 0.156
H 0.639 1.761 -1.306
H -0.704 0.872 -0.724
H 2.127 -0.536 -0.642
H 0.432 0.980 1.390
H 1.959 1.368 0.502
H -0.690 -1.141 -0.070
H 0.462 -2.397 -0.071
H -3.736 -1.051 1.361

HOMO level	-13.706	eV
energy relative to the best compared isomer or geometry (same formula, charge and spin)	42.6	kcal/mol
E_LUMO	-3.0879	eV
HOMO-LUMO gap	10.618	eV
total charge	+1
energy	-13276.3011	eV

***

Q: Which of these has the lowest energy?
A: C26H37BrCl3NO2SiY

***

Q: The lowest energy relative to the best compared isomer or geometry (same formula, charge and spin) belongs to which entry?
A: C31H24N11O7PdS

***

Q: The highest energy relative to the best compared isomer or geometry (same formula, charge and spin) belongs to which entry?
A: C4H8N2S

***

Q: What is the energy relative to the best compared isomer or geometry (same formula, charge and spin) in the fourth record?
A: 42.6 kcal/mol